1.
The following is a quantum chemistry calculation of C41H44IN3O5Os as an isolated structure, from OMol25.

Properties
- expectation value of S² = 6.04
- E_tot (Eh) = -2517.0062
- HOMO energy (spin up / spin down) (eV) = -12.926 / -13.219
- gap between HOMO and LUMO (spin up / spin down) (eV) = 7.836 / 4.410
- net charge = +2
- F_max (hartree/bohr) = 0.01785
- spin multiplicity = 5

Cartesian coordinates (Å):
Os: 1.128 0.528 -0.621
C: 1.573 -2.079 -2.558
C: 2.533 -1.002 -2.102
C: 2.939 0.018 -2.994
C: 2.357 0.085 -4.381
C: 3.930 0.923 -2.594
C: 4.346 2.063 -3.479
C: 4.495 0.842 -1.310
C: 5.517 1.869 -0.920
C: 4.099 -0.165 -0.415
C: 4.686 -0.234 0.973
C: 3.192 -1.156 -0.848
C: 3.201 -2.521 -0.200
H: 2.086 -2.815 -3.181
H: 0.754 -1.667 -3.146
H: 1.134 -2.611 -1.717
H: 1.598 0.865 -4.479
H: 1.904 -0.854 -4.682
H: 3.136 0.309 -5.107
H: 5.376 1.946 -3.818
H: 4.291 3.004 -2.929
H: 3.718 2.164 -4.357
H: 5.056 2.854 -0.814
H: 6.276 1.963 -1.697
H: 6.027 1.631 0.005
H: 5.673 -0.699 0.976
H: 4.050 -0.806 1.646
H: 4.798 0.762 1.398
H: 2.220 -2.932 0.017
H: 3.786 -2.539 0.712
H: 3.680 -3.207 -0.904
C: -3.515 -1.959 5.141
O: -3.125 -1.593 3.818
C: -4.089 -1.548 2.863
C: -5.442 -1.768 3.072
C: -6.323 -1.707 2.000
C: -5.864 -1.453 0.720
C: -4.509 -1.239 0.500
C: -3.627 -1.258 1.568
N: -2.223 -1.073 1.464
C: -1.510 -0.427 0.535
N: -2.189 0.548 -0.146
C: -1.754 1.345 -1.170
C: -0.414 1.425 -1.585
C: -0.144 2.283 -2.647
C: -1.151 3.038 -3.276
C: -2.461 2.990 -2.856
C: -2.781 2.149 -1.793
O: -3.988 1.977 -1.266
C: -5.095 2.756 -1.763
N: -0.222 -0.669 0.336
C: 0.289 -1.789 1.086
C: 1.112 -1.568 2.178
C: 1.598 -2.639 2.915
C: 1.232 -3.925 2.555
C: 0.389 -4.159 1.473
C: -0.093 -3.090 0.725
O: -0.927 -3.187 -0.336
C: -1.342 -4.490 -0.744
H: -2.600 -1.986 5.723
H: -3.985 -2.943 5.144
H: -4.194 -1.215 5.557
H: -5.814 -1.983 4.061
H: -7.375 -1.878 2.172
H: -6.550 -1.445 -0.114
H: -4.151 -1.118 -0.514
H: -1.693 -1.553 2.183
H: -3.150 0.692 0.149
H: 0.877 2.416 -2.980
H: -0.883 3.683 -4.100
H: -3.216 3.590 -3.339
H: -5.931 2.510 -1.118
H: -5.312 2.469 -2.791
H: -4.857 3.817 -1.692
H: 1.363 -0.550 2.448
H: 2.246 -2.468 3.761
H: 1.600 -4.768 3.123
H: 0.116 -5.171 1.220
H: -1.982 -4.340 -1.608
H: -1.903 -4.982 0.051
H: -0.483 -5.099 -1.029
I: -1.847 3.253 4.725
C: -0.609 3.315 3.056
C: -0.728 4.358 2.143
C: 0.094 4.394 1.028
C: 1.018 3.378 0.809
C: 1.159 2.361 1.751
C: 0.347 2.323 2.875
C: 1.811 3.388 -0.451
O: 2.131 4.369 -1.059
O: 2.117 2.156 -0.912
H: -1.456 5.140 2.303
H: 0.017 5.200 0.312
H: 1.960 1.629 1.655
H: 0.473 1.547 3.617

Atoms 1-2, force components in eV/Å:
0.3 -0.1 -0.6
0.0 -0.1 0.0

---

2.
The following is a quantum chemistry calculation of a 3-piece molecular cluster, CH2NO3S overall in a non-equilibrium geometry, from OMol25.

Properties
- ΔE to the lowest compared entry with this formula, charge and spin (kcal/mol) = 49.84
- E_tot (Eh) = -717.9620
- HOMO energy (spin up / spin down) (eV) = -4.371 / -4.369
- gap between HOMO and LUMO (spin up / spin down) (eV) = 7.981 / 7.979
- net charge = -1
- F_max (hartree/bohr) = 0.10275

Cartesian coordinates (Å):
C: 2.409 -0.251 -0.950
N: 3.577 -0.376 -1.034
O: -1.832 0.502 2.337
O: -2.572 -1.459 0.763
O: -0.495 0.654 -0.782
S: -1.589 -0.416 1.182
H: 1.357 -0.116 -0.753
H: -0.856 1.463 -0.762

Atoms 1-2, force components in eV/Å:
4.1 -0.5 0.1
-3.6 0.4 0.1

---

3.
The following is a quantum chemistry calculation of an isolated ion of composition C12H4Cl5O3 and charge -1 in a non-equilibrium geometry, from OMol25.

Properties
- SMILES string = O=C1C(Cl)=C(Cl)C([O-])=C(Cl)[C@@]1(Cl)Oc1ccc(Cl)cc1
- E_tot (Eh) = -2986.3971
- HOMO energy (eV) = -3.854
- gap between HOMO and LUMO (eV) = 6.406
- net charge = -1
- F_max (hartree/bohr) = 0.05995

Cartesian coordinates (Å):
O: 0.285 2.479 -2.604
C: 0.326 1.294 -2.362
C: 1.588 0.510 -2.215
Cl: 2.996 1.458 -2.283
C: 1.581 -0.837 -2.010
Cl: 3.029 -1.723 -1.905
C: 0.312 -1.651 -2.078
O: 0.334 -2.862 -2.322
C: -0.920 -0.909 -1.889
Cl: -2.374 -1.751 -2.095
C: -0.912 0.562 -1.691
Cl: -2.371 1.349 -2.406
O: -0.753 1.105 -0.424
C: -0.633 0.415 0.796
C: -1.520 0.834 1.791
C: -1.212 0.584 3.127
C: -0.039 -0.103 3.457
Cl: 0.378 -0.337 5.110
C: 0.800 -0.587 2.452
C: 0.494 -0.350 1.105
H: -2.396 1.397 1.497
H: -1.859 0.953 3.913
H: 1.711 -1.118 2.715
H: 1.153 -0.714 0.323

Atoms 1-2, force components in eV/Å:
0.4 -1.1 -0.4
-0.6 0.4 1.3

---

4.
The following is a quantum chemistry calculation of a 4-piece molecular cluster, C18H33N2O6 overall in a non-equilibrium geometry, from OMol25.

Properties
- E_tot (Eh) = -1266.2400
- HOMO energy (eV) = -11.774
- gap between HOMO and LUMO (eV) = 7.106
- net charge = +1
- F_max (hartree/bohr) = 0.10279

Cartesian coordinates (Å):
C: 0.560 -1.990 -1.296
C: 1.058 -2.381 -2.770
N: 1.067 -1.196 -3.728
C: 2.362 -0.834 -4.207
C: 2.444 0.354 -5.240
C: 1.074 1.021 -5.632
C: -0.176 0.397 -4.890
N: -0.125 -0.676 -3.974
H: -0.538 -1.670 -1.295
H: 0.607 -2.960 -0.673
H: 1.186 -1.156 -0.835
H: 2.040 -2.956 -2.792
H: 0.256 -3.093 -3.206
H: 3.323 -1.366 -3.873
H: 3.416 0.708 -5.714
H: 0.982 1.875 -6.379
H: -1.204 0.869 -5.114
O: 1.677 -1.827 2.125
C: 0.693 -1.870 2.829
O: -0.328 -2.691 2.512
C: -1.453 -2.952 3.364
C: -2.524 -1.894 3.190
C: 0.550 -0.949 4.007
H: -1.139 -3.066 4.405
H: -1.853 -3.921 3.055
H: -2.162 -0.905 3.477
H: -3.401 -2.131 3.797
H: -2.828 -1.828 2.142
H: 0.182 0.019 3.664
H: 1.530 -0.818 4.462
H: -0.101 -1.333 4.791
O: 2.712 0.835 4.697
C: 3.452 0.747 5.652
O: 3.752 1.840 6.376
C: 4.466 1.817 7.621
C: 5.963 1.814 7.391
C: 4.117 -0.557 5.992
H: 4.134 0.986 8.249
H: 4.186 2.731 8.150
H: 6.285 0.920 6.852
H: 6.499 1.857 8.341
H: 6.257 2.672 6.781
H: 5.009 -0.676 5.374
H: 3.418 -1.368 5.774
H: 4.382 -0.659 7.042
O: -2.544 2.131 -6.801
C: -3.672 1.923 -6.404
O: -4.658 2.783 -6.701
C: -6.050 2.544 -6.439
C: -6.413 2.942 -5.023
C: -3.969 0.758 -5.502
H: -6.322 1.511 -6.670
H: -6.605 3.171 -7.141
H: -5.871 2.346 -4.286
H: -7.484 2.814 -4.850
H: -6.149 3.987 -4.841
H: -3.729 1.031 -4.472
H: -3.342 -0.083 -5.807
H: -4.997 0.406 -5.557

Atoms 1-2, force components in eV/Å:
0.0 -0.4 -0.2
-1.9 -1.2 0.6

---

5.
The following is a quantum chemistry calculation of a 2-piece molecular cluster, C4H12 overall in a non-equilibrium geometry, from OMol25.

Properties
- ΔE to the lowest compared entry with this formula, charge and spin (kcal/mol) = 18.28
- expectation value of S² = 0.75
- E_tot (Eh) = -159.5010
- HOMO energy (spin up / spin down) (eV) = 1.587 / -7.228
- gap between HOMO and LUMO (spin up / spin down) (eV) = 2.798 / 11.679
- net charge = -1
- F_max (hartree/bohr) = 0.05074
- spin multiplicity = 2

Cartesian coordinates (Å):
C: 1.817 0.165 0.146
C: 2.280 -1.181 -0.498
H: 2.078 0.992 -0.494
H: 0.791 0.053 0.478
H: 2.223 0.117 1.163
H: 3.193 -1.552 0.001
H: 2.423 -1.102 -1.570
H: 1.630 -1.990 -0.144
C: -1.912 0.196 0.752
C: -2.201 0.933 -0.536
H: -1.928 0.869 1.615
H: -2.585 -0.651 0.879
H: -0.902 -0.177 0.912
H: -1.705 0.471 -1.400
H: -1.935 1.990 -0.551
H: -3.266 0.868 -0.753

Atoms 1-2, force components in eV/Å:
0.2 -2.4 1.0
0.2 0.0 1.5

---

6.
The following is a quantum chemistry calculation of an isolated ion of composition C13H12N2 and charge +2, from OMol25.

Properties
- E_tot (Eh) = -611.4455
- HOMO energy (eV) = -16.392
- gap between HOMO and LUMO (eV) = 7.757
- net charge = +2
- F_max (hartree/bohr) = 0.01626

Cartesian coordinates (Å):
C: 4.456 -2.055 1.755
C: 4.219 -1.406 0.781
C: 3.900 -0.655 -0.408
N: 2.425 -0.356 -0.382
C: 1.580 -0.933 -1.232
C: 0.243 -0.674 -1.170
C: -0.256 0.187 -0.219
C: -1.715 0.472 -0.115
C: -2.249 1.093 0.999
C: -3.587 1.324 1.084
N: -4.395 0.959 0.080
C: -3.914 0.366 -1.022
C: -2.585 0.107 -1.128
C: 0.650 0.787 0.651
C: 1.980 0.498 0.554
H: 4.396 -2.580 2.674
H: 4.404 0.305 -0.376
H: 4.147 -1.213 -1.301
H: 1.961 -1.612 -1.976
H: -0.412 -1.175 -1.858
H: -1.668 1.393 1.850
H: -4.044 1.785 1.941
H: -5.394 1.132 0.123
H: -4.614 0.117 -1.799
H: -2.233 -0.378 -2.021
H: 0.353 1.492 1.403
H: 2.699 0.937 1.225

Atoms 1-2, force components in eV/Å:
-0.8 0.1 0.3
0.3 -0.3 0.0

---

> Among the records above, which one has the highest E_tot?

C4H12

---

> What is the E_tot in the third record?

-2986.3971 Eh

---

> Which value of E_tot does entry 2 give?

-717.9620 Eh